Computed, not measured: a 3-piece molecular cluster, C16H38N2O4P overall, with wB97M-V/def2-TZVPD.

## Properties
Highest occupied orbital energy in eV: -3.640
Total charge: -1
Energy in a.u.: -1384.2558
Multiplicity: 1
Largest force on an atom in eV/Å: 0.3

Structure (XYZ):
```
61
C16H38N2O4P | the OMol25 dataset | wB97M-V/def2-TZVPD
C -2.548 0.257 -1.010
C -1.080 0.111 -1.395
C -0.660 0.977 -2.581
C -0.785 2.489 -2.352
C 0.493 3.119 -1.782
C 1.369 3.781 -2.840
C 2.658 4.368 -2.256
C 3.845 3.413 -2.343
C 5.066 3.832 -1.500
C 5.460 2.791 -0.408
O 6.819 2.547 -0.463
P 7.711 3.437 -1.717
O 6.168 4.048 -2.317
H -3.189 0.069 -1.876
H -2.813 -0.475 -0.244
H -2.788 1.250 -0.626
H -0.906 -0.938 -1.647
H -0.443 0.323 -0.528
H -1.242 0.670 -3.456
H 0.387 0.756 -2.814
H -1.033 2.976 -3.300
H -1.623 2.698 -1.680
H 1.084 2.343 -1.278
H 0.249 3.863 -1.017
H 1.631 3.033 -3.599
H 0.777 4.549 -3.350
H 2.490 4.629 -1.204
H 2.912 5.304 -2.762
H 4.184 3.349 -3.380
H 3.511 2.406 -2.059
H 4.801 4.776 -0.988
H 4.893 1.855 -0.556
H 5.169 3.178 0.584
H 8.955 2.917 -1.189
H 7.778 4.580 -0.812
H 8.386 4.179 -2.753
H 7.579 2.277 -2.588
C 0.236 -2.867 1.534
C -1.171 -2.852 0.982
O -1.405 -3.053 -0.195
N -2.186 -2.590 1.855
C -2.109 -2.322 3.276
H 0.911 -3.082 0.713
H 0.496 -1.900 1.967
H 0.349 -3.628 2.307
H -3.091 -2.564 1.411
H -2.653 -3.072 3.854
H -2.529 -1.344 3.516
H -1.075 -2.337 3.606
C -6.833 -5.778 4.593
C -5.699 -4.802 4.378
O -5.278 -4.095 5.277
N -5.156 -4.738 3.132
C -5.509 -5.495 1.950
H -7.144 -5.700 5.630
H -7.680 -5.548 3.945
H -6.516 -6.802 4.388
H -4.404 -4.073 3.056
H -4.663 -6.084 1.593
H -5.832 -4.836 1.142
H -6.324 -6.176 2.176
```

***

Computed, not measured: a 7-piece molecular cluster, C16H38O11 overall in a non-equilibrium geometry, with wB97M-V/def2-TZVPD.

## Properties
Highest occupied orbital energy in eV: -9.601
Total charge: 0
Energy in a.u.: -1460.0173
Multiplicity: 1
Largest force on an atom in eV/Å: 1.6
SMILES string: O=C1OCCO1.O=C1OCCO1.CCO.CCO.CCO.CCO.CCO

Structure (XYZ):
```
65
C16H38O11 | the OMol25 dataset | wB97M-V/def2-TZVPD
C 1.677 1.461 -1.031
C 0.342 0.771 -0.905
O 0.112 0.863 0.528
C 1.300 0.927 1.140
O 1.500 0.848 2.310
O 2.270 1.293 0.246
H 1.554 2.526 -1.260
H 2.282 1.072 -1.849
H 0.348 -0.298 -1.114
H -0.504 1.185 -1.446
C 0.725 -4.356 -3.970
C -0.433 -3.962 -3.033
O -0.210 -2.578 -2.768
C 0.921 -2.163 -3.366
O 1.385 -1.078 -3.245
O 1.471 -3.146 -4.113
H 0.410 -4.729 -4.941
H 1.364 -5.100 -3.496
H -0.393 -4.516 -2.095
H -1.432 -4.093 -3.444
C 0.399 -2.285 2.220
C 0.626 -2.718 0.791
O 1.432 -3.891 0.725
H -0.200 -3.029 2.766
H -0.202 -1.381 2.326
H 1.340 -2.223 2.761
H 1.193 -1.953 0.254
H -0.337 -2.832 0.281
H 0.867 -4.666 0.681
C -4.230 1.714 -3.321
C -2.904 2.385 -3.683
O -3.074 3.724 -4.160
H -5.082 2.182 -3.803
H -4.384 1.644 -2.243
H -4.172 0.664 -3.631
H -2.364 1.827 -4.444
H -2.277 2.422 -2.784
H -3.043 4.308 -3.398
C -2.389 2.586 1.963
C -3.195 2.644 0.681
O -4.499 3.182 0.827
H -2.537 3.483 2.570
H -1.328 2.520 1.726
H -2.658 1.729 2.578
H -3.333 1.608 0.340
H -2.629 3.067 -0.160
H -4.437 4.139 0.759
C -0.609 2.283 6.783
C -0.400 2.548 5.303
O -0.049 1.294 4.704
H -0.865 3.181 7.338
H 0.245 1.740 7.191
H -1.419 1.550 6.880
H 0.401 3.275 5.159
H -1.354 2.856 4.864
H 0.313 1.454 3.824
C 3.753 -1.725 -0.775
C 5.243 -1.470 -0.922
O 5.983 -2.240 0.035
H 3.162 -1.335 -1.605
H 3.395 -1.225 0.128
H 3.545 -2.789 -0.648
H 5.480 -0.429 -0.698
H 5.614 -1.706 -1.922
H 6.292 -3.035 -0.405
```

***

Computed, not measured: C16H39BeBrCl4F10N3O8PS as an isolated structure in a non-equilibrium geometry, with wB97M-V/def2-TZVPD.

## Properties
Highest occupied orbital energy in eV: -7.230
Total charge: 0
Energy in a.u.: -7566.3823
Multiplicity: 1
Largest force on an atom in eV/Å: 1.5

Structure (XYZ):
```
84
C16H39BeBrCl4F10N3O8PS | the OMol25 dataset | wB97M-V/def2-TZVPD
F 1.977 -1.838 -4.044
C 2.367 -3.129 -4.137
C 3.137 -3.635 -2.980
C 2.500 -3.342 -1.654
N 3.172 -2.382 -0.741
C 3.126 -0.942 -1.163
C 4.485 -0.669 -1.728
C 5.415 -1.473 -0.834
C 4.598 -2.681 -0.389
H 2.902 -3.254 -5.079
H 1.407 -3.943 -4.246
H 4.178 -3.318 -3.055
H 3.146 -4.722 -3.093
H 1.475 -3.019 -1.757
H 2.474 -4.249 -1.083
H 2.637 -2.521 0.120
H 2.855 -0.304 -0.330
H 2.311 -0.862 -1.874
H 4.602 -0.861 -2.790
H 4.662 0.399 -1.601
H 5.711 -0.844 -0.002
H 6.327 -1.733 -1.363
H 4.909 -3.590 -0.885
H 4.727 -2.815 0.676
N 2.787 -6.561 -0.238
O 3.233 -5.544 0.404
O 2.224 -6.386 -1.365
O 2.921 -7.673 0.227
Be 6.718 0.948 -0.623
C 6.211 4.300 2.097
O 5.433 3.201 1.709
H 6.797 4.591 1.219
H 5.559 5.138 2.400
H 6.901 4.071 2.913
H 4.900 2.922 2.461
Br -0.073 -4.056 -3.416
C -0.821 -0.206 -0.047
S 0.566 0.898 -0.096
O 1.527 0.445 0.974
C -0.252 2.363 0.477
H -0.468 -1.191 -0.354
H -1.202 -0.251 0.966
H -1.592 0.136 -0.735
H -0.698 2.193 1.458
H -1.023 2.643 -0.240
H 0.492 3.154 0.543
F -3.231 2.470 2.717
P -2.825 3.644 3.855
F -1.981 3.596 5.291
F -3.985 2.820 4.701
F -3.543 4.979 4.537
F -2.878 4.651 2.523
F -1.272 3.318 3.291
N 6.398 7.732 1.088
H 7.275 7.460 1.540
H 5.700 7.948 1.804
H 6.553 8.553 0.499
H 6.061 6.950 0.516
C -3.451 -0.200 7.010
Cl -2.352 0.561 5.894
Cl -3.670 0.830 8.432
Cl -5.014 -0.456 6.233
Cl -2.804 -1.770 7.537
C -6.477 -2.605 -1.134
C -6.285 -1.188 -1.659
O -5.958 -0.213 -0.669
C -4.646 -0.079 -0.233
O -3.702 -0.024 -1.120
C -4.234 -1.178 0.852
F -5.246 -1.479 1.652
F -3.248 -0.658 1.582
F -3.781 -2.307 0.304
H -7.029 -2.593 -0.195
H -7.040 -3.180 -1.870
H -5.537 -3.126 -0.969
H -7.231 -0.845 -2.065
H -5.567 -1.158 -2.482
H -4.709 0.822 0.437
C -8.570 1.289 -4.603
O -7.598 0.518 -3.910
H -9.416 0.634 -4.796
H -8.914 2.138 -4.006
H -8.190 1.660 -5.559
H -6.840 1.079 -3.725
```